Here is a structure of composition C44H36F9KN5O3PS6Sb in a non-equilibrium geometry from OMol25. Energies are from ωB97M-V/def2-TZVPD.

Structure (XYZ):
```
106
C44H36F9KN5O3PS6Sb ωB97M-V/def2-TZVPD
K 0.0487 1.2734 -0.7021
C -4.8370 2.5529 2.5077
C -3.9353 2.8335 1.2999
C -4.3595 4.1365 0.6287
C -3.9308 1.6411 0.3648
C -4.3735 1.6893 -0.9513
C -4.3435 0.5604 -1.7604
C -3.8717 -0.6519 -1.2793
C -3.8598 -1.8974 -2.1281
C -3.4291 -0.7042 0.0393
C -3.4586 0.4198 0.8425
H -4.8042 3.3901 3.2081
H -4.5182 1.6542 3.0346
H -5.8714 2.4045 2.1858
H -2.9090 2.9622 1.6633
H -5.3976 4.0836 0.2888
H -3.7169 4.3523 -0.2255
H -4.2751 4.9600 1.3393
H -4.7479 2.6136 -1.3709
H -4.6907 0.6339 -2.7860
H -4.0771 -1.6665 -3.1712
H -4.6084 -2.6065 -1.7661
H -2.8868 -2.3898 -2.0731
H -3.0452 -1.6345 0.4424
H -3.0873 0.3428 1.8544
N 0.3231 -2.2118 -2.2072
C 1.5719 -1.6633 -2.0229
N 1.8252 -0.6184 -1.3152
C 3.1687 -0.3260 -1.2826
C 3.9570 -1.2134 -1.9435
S 2.9990 -2.4527 -2.6659
C 3.6028 0.9017 -0.6312
C 4.8906 1.3120 -0.5122
S 4.9663 2.8430 0.2753
C 3.2017 2.8199 0.3975
N 2.6631 1.7654 -0.1172
N 2.5479 3.8815 0.9277
H -0.3954 -1.5728 -1.8893
H 0.1617 -2.5205 -3.1551
H 5.0248 -1.2097 -2.0749
H 5.7862 0.8173 -0.8454
H 3.1047 4.4377 1.5556
H 1.6251 3.6673 1.3305
S 2.7909 1.3607 3.4047
Sb 0.4726 1.1934 3.4288
S -0.2010 3.2743 2.6219
S -0.3814 -0.3239 1.6813
F 0.3685 -9.6846 1.1795
C 0.0806 -8.8563 0.1517
F -1.0982 -9.3048 -0.3595
F 1.0040 -9.1042 -0.8045
C 0.0148 -7.4197 0.5473
C 0.0987 -6.4392 -0.4329
C -0.0351 -5.1063 -0.0738
C -0.2635 -4.7279 1.2479
C -0.3049 -5.7292 2.2181
C -0.1782 -7.0656 1.8783
P -0.4011 -2.8120 1.5356
C -1.9449 -2.9707 2.5349
C -2.2576 -2.0715 3.5585
C -3.5271 -2.0149 4.1032
C -4.5194 -2.8690 3.6340
C -4.2199 -3.8068 2.6575
C -2.9452 -3.8536 2.1175
C -5.8921 -2.7487 4.2020
F -6.4002 -1.5017 4.0899
F -6.7900 -3.5770 3.6234
F -5.9312 -3.0353 5.5321
C 0.9750 -2.8417 2.7573
C 2.2168 -2.4068 2.2955
C 3.3018 -2.3166 3.1457
C 3.1501 -2.6777 4.4800
C 1.9226 -3.1083 4.9556
C 0.8385 -3.1978 4.0974
C 4.2958 -2.6095 5.4314
F 4.4982 -3.8182 6.0515
F 5.4700 -2.3023 4.8556
F 4.1088 -1.7359 6.4433
H 0.2655 -6.7254 -1.4641
H 0.0281 -4.3295 -0.8294
H -0.4574 -5.4628 3.2569
H -0.2326 -7.8357 2.6371
H -1.5015 -1.3765 3.8935
H -3.7585 -1.2939 4.8774
H -4.9856 -4.4870 2.3090
H -2.7290 -4.5802 1.3451
H 2.3063 -2.0794 1.2662
H 4.2471 -1.9391 2.7892
H 1.8191 -3.3764 6.0002
H -0.1167 -3.5329 4.4821
O -1.5748 2.3200 -2.4821
C -0.6537 2.0098 -3.2347
N 0.1817 0.9902 -3.0449
S 1.4226 1.0270 -4.0642
O 2.6150 1.5876 -3.4826
O 1.5879 -0.2401 -4.7372
C 0.7366 2.2749 -5.1692
C 1.1289 2.7865 -6.3878
C 0.3330 3.7687 -6.9680
C -0.7982 4.2504 -6.3158
C -1.1597 3.7582 -5.0687
C -0.3845 2.7539 -4.5184
H 2.0226 2.4276 -6.8818
H 0.5907 4.1640 -7.9427
H -1.4044 5.0110 -6.7927
H -2.0226 4.1208 -4.5256
```

For the gap between HOMO and LUMO (alpha / beta), the calculation gives 5.740 / 5.364 eV. The HOMO energy (alpha / beta) comes out at -2.08 / -2.21 eV. The calculation puts the calculated total energy at -181434.0631 eV. Its spin multiplicity is 2. For the molecular weight, the calculation gives 1238.02 g/mol. As for the net charge: -2. As for the energy above the lowest of the compared OMol25 structures with the same formula, charge and spin: 180.3 kJ/mol. As for the strongest force on any atom: 2.106 eV Å⁻¹.

Atomic partial charges in e from the Mulliken method, atoms 1 to 5:
1 K 0.7728
2 C -1.4121
3 C 1.5911
4 C -1.9587
5 C -0.1096


Here is an isolated molecule of C18H17Cl2N7O2 in a non-equilibrium geometry from OMol25. Energies are from ωB97M-V/def2-TZVPD.

Structure (XYZ):
```
46
C18H17Cl2N7O2 ωB97M-V/def2-TZVPD
N -6.0485 -2.0430 1.1481
C -5.6317 -0.8577 0.6817
O -6.4695 -0.3663 -0.1204
N -4.2912 -0.4906 0.6778
C -3.8675 0.8626 0.3004
C -2.3987 0.9295 0.7233
N -1.4956 1.9296 0.5678
C -0.2900 1.7503 0.9868
N 0.4377 2.7737 0.5593
N 0.0880 0.7309 1.5737
C -0.8139 -0.3193 1.7768
C -0.4479 -1.6459 2.1431
C -0.6595 -2.1293 3.4523
Cl -1.3432 -1.1547 4.7004
C -0.1283 -3.3049 3.8619
C 0.5147 -4.1822 2.9428
Cl 1.0746 -5.7880 3.4979
C 0.8323 -3.7027 1.6427
C 0.3201 -2.4655 1.2295
O 0.5720 -1.9599 -0.0393
C 1.8727 -1.2328 -0.1725
C 1.8240 -0.4384 -1.4271
N 2.8206 0.6290 -1.3452
C 4.1306 0.5273 -1.8748
C 4.7134 1.8350 -1.6249
C 3.7617 2.5106 -0.7533
N 2.6424 1.8677 -0.6635
C -2.1080 -0.2184 1.4248
C -3.2659 -1.1829 1.5586
H -6.9891 -2.2185 0.8124
H -5.4358 -2.8231 0.9257
H -3.9970 0.8835 -0.8373
H -4.3517 1.6598 0.7404
H -0.1386 3.2841 -0.0951
H 1.3524 2.5521 0.2704
H -0.0875 -3.5423 4.8774
H 1.3954 -4.3186 1.0456
H 2.0220 -0.8157 0.7893
H 2.6258 -1.9853 -0.2619
H 1.9154 -0.9254 -2.3827
H 0.9030 0.0621 -1.4186
H 4.5475 -0.1888 -2.5163
H 5.6210 2.1537 -2.0732
H 3.9324 3.4990 -0.3111
H -3.6703 -1.3261 2.6414
H -3.0074 -2.0999 1.1192
```

For the gap between HOMO and LUMO, the calculation gives 8.820 eV. The HOMO energy comes out at -8.67 eV. The calculation puts the calculated total energy at -58509.5710 eV. For the molecular weight, the calculation gives 434.29 g/mol. As for the net charge: 0. The SMILES is NC(=O)N1Cc2nc(N)nc(-c3c(Cl)cc(Cl)cc3OCCn3cccn3)c2C1. As for the energy above the lowest of the compared OMol25 structures with the same formula, charge and spin: 69.1 kJ/mol. As for the strongest force on any atom: 8.181 eV Å⁻¹.

Atomic partial charges in e from the Mulliken method, atoms 1 to 5:
1 N -0.4994
2 C 0.5267
3 O -0.7040
4 N 0.1546
5 C -0.6020


Here is the ion C7H10IN2O with charge +1 in a non-equilibrium geometry from OMol25. Energies are from ωB97M-V/def2-TZVPD.

Structure (XYZ):
```
21
C7H10IN2O ωB97M-V/def2-TZVPD
C -0.5652 -1.1471 2.8073
C -0.6054 -2.0000 1.4855
C -0.2426 -1.0793 0.3256
C 0.6733 -0.0739 0.2389
N 0.5837 0.4973 -1.0452
C 1.3787 1.6350 -1.5074
C 0.5493 2.9136 -1.8437
O 1.0325 3.9701 -1.6092
I -1.4227 2.8793 -2.7278
C -0.3383 -0.2136 -1.6636
N -0.8898 -1.1607 -0.9190
H 0.3614 -1.2920 3.3845
H -0.6360 -0.0692 2.5780
H -1.4192 -1.3740 3.4640
H -1.6609 -2.2948 1.3500
H 0.0206 -2.9012 1.5428
H 1.3419 0.2129 1.0494
H 2.0257 1.9210 -0.6590
H 2.0805 1.3541 -2.3142
H -0.6404 -0.0063 -2.6919
H -1.6272 -1.7712 -1.2451
```

For the gap between HOMO and LUMO, the calculation gives 10.008 eV. The HOMO energy comes out at -13.29 eV. The calculation puts the calculated total energy at -20542.7684 eV. For the molecular weight, the calculation gives 265.07 g/mol. As for the net charge: +1. The SMILES is CCc1cn(CC(=O)I)c[nH+]1. As for the energy above the lowest of the compared OMol25 structures with the same formula, charge and spin: 0.0 kJ/mol. As for the strongest force on any atom: 3.029 eV Å⁻¹.

Atomic partial charges in e from the Mulliken method, atoms 1 to 5:
1 C -1.2547
2 C -0.2622
3 C -0.0424
4 C -0.2619
5 N 0.1643